No. 1
This record from OMol25 describes a molecular structure, C35H31BrFN4O5PSTi in a non-equilibrium geometry. The level of theory is the ωB97M-V functional and the def2-TZVPD basis.

Geometry as XYZ:
```
80
Properties=species:S:1:pos:R:3
Ti 0.29999 -1.36231 -0.08137
O -3.57103 -1.53499 -1.41300
C -2.49503 -1.98794 -1.02428
O -1.35247 -1.43646 -1.18636
C -2.45006 -3.35869 -0.34788
C -1.21435 -4.12515 -0.85852
C -1.34078 -5.61802 -0.56287
C -1.15982 -5.63913 0.97460
C -0.88064 -4.16138 1.26453
O -0.19604 -3.71838 0.08064
C -2.18547 -3.34707 1.20245
C -1.92307 -1.99973 1.88722
O -2.63153 -1.65984 2.82830
O -0.88020 -1.35828 1.48486
H -3.38410 -3.86833 -0.58128
H -0.90558 -3.86878 -1.86826
H -0.53761 -6.16195 -1.05977
H -2.29958 -6.01973 -0.89269
H -0.31673 -6.26256 1.27224
H -2.05065 -5.97848 1.50555
H -0.26669 -3.95934 2.13579
H -2.99587 -3.82435 1.75025
S 1.23629 -2.57263 -2.80840
C 2.05701 -1.18906 -3.45289
N 1.49642 0.04483 -3.13314
C 2.16062 1.23462 -3.42108
C 3.28434 1.16254 -4.20268
C 3.73107 -0.08917 -4.61197
N 3.12428 -1.26829 -4.20629
H 0.82288 0.04248 -2.37910
H 1.72564 2.14362 -3.03417
H 3.81573 2.06782 -4.47214
H 4.60946 -0.19869 -5.23696
Br 2.75237 -5.05107 1.43154
C 2.83229 -3.47270 2.49028
C 3.99480 -3.24221 3.22071
C 4.03932 -2.09761 3.99388
C 2.94699 -1.24265 4.00034
C 1.84788 -1.57654 3.22657
N 1.79069 -2.68417 2.48820
H 4.82306 -3.93278 3.16266
H 4.92083 -1.87486 4.58319
H 2.94317 -0.33130 4.58238
H 0.96819 -0.94353 3.17766
F 2.10569 -1.56767 -0.02756
N 0.44006 0.59620 -0.13777
P -0.30746 1.91476 -0.13711
C 0.83387 3.32391 0.19214
C 0.42542 4.63548 0.41868
C 1.35591 5.62328 0.71243
C 2.70559 5.30025 0.78955
C 3.11786 3.99291 0.57409
C 2.18399 3.00547 0.28087
C -1.59029 2.19209 1.15410
C -2.70292 3.01166 0.98174
C -3.58072 3.23917 2.03424
C -3.35431 2.64261 3.26697
C -2.25045 1.82065 3.44532
C -1.37006 1.60544 2.39669
C -1.21304 2.41751 -1.64972
C -2.20364 1.53524 -2.08794
C -2.85457 1.75201 -3.29186
C -2.52170 2.84850 -4.07787
C -1.53657 3.72815 -3.65355
C -0.88099 3.50950 -2.44739
H -0.62926 4.88541 0.37433
H 1.03061 6.64333 0.88237
H 3.43326 6.06876 1.02526
H 4.16989 3.73950 0.62902
H 2.46745 1.97169 0.10801
H -2.89810 3.45796 0.01343
H -4.44763 3.87349 1.88821
H -4.05046 2.80255 4.08243
H -2.08806 1.32674 4.39494
H -0.52375 0.94032 2.50640
H -2.45782 0.65864 -1.50454
H -3.61179 1.04785 -3.61305
H -3.01520 3.00601 -5.03015
H -1.26743 4.58139 -4.26558
H -0.09941 4.19151 -2.13585
```

LUMO energy (alpha / beta): 4.05 / 4.05 eV
E_HOMO (alpha / beta): 0.65 / -1.26 eV
E_tot: -169001.323 eV
Total charge: -2
Multiplicity: 3
Relative energy (zero: lowest compared OMol25 entry of this formula, charge and spin): 31.3 kcal per mole

---

No. 2
This record from OMol25 describes a molecular structure, C35H31BrIIrN5OS. The level of theory is the ωB97M-V functional and the def2-TZVPD basis.

Geometry as XYZ:
```
76
Properties=species:S:1:pos:R:3
Ir -0.86744 -0.67746 0.69904
C -0.86039 -3.09222 4.34157
C 0.39628 -2.81264 4.84695
C 1.19599 -1.89284 4.18772
C 0.71626 -1.26806 3.05039
N -0.52681 -1.53626 2.57282
C -1.28281 -2.43341 3.20009
C 1.55027 -0.36778 2.22053
C 2.84628 0.04714 2.47346
C 3.50897 0.77920 1.49687
C 2.90011 1.05863 0.28267
C 1.58962 0.64906 0.08831
N 0.95639 0.00230 1.07910
C 0.76752 0.82278 -1.13306
C 1.22533 1.47990 -2.25932
C 0.38830 1.60967 -3.35614
C -0.89015 1.08666 -3.28652
C -1.29378 0.43971 -2.13064
N -0.49126 0.29696 -1.07948
H -1.51401 -3.80956 4.81554
H 0.75818 -3.31042 5.73573
H 2.19031 -1.67381 4.54700
H -2.25644 -2.61852 2.76292
H 3.33769 -0.19829 3.40282
H 4.51999 1.11665 1.67744
H 3.43495 1.59057 -0.48951
H 2.22648 1.88453 -2.28327
H 0.73443 2.11302 -4.24844
H -1.57797 1.16510 -4.11560
H -2.27630 -0.00239 -2.03600
O 0.08827 -2.46707 -0.05091
N -0.75917 -3.45048 -0.39226
C -0.17449 -4.62379 -0.73590
C -0.91490 -5.69192 -1.14965
C -2.30573 -5.55619 -1.21172
C -2.88032 -4.36806 -0.84650
C -2.10160 -3.27891 -0.41758
S -2.83968 -1.79449 0.07699
H 0.90189 -4.61410 -0.65647
H -0.41721 -6.61041 -1.42065
H -2.92285 -6.38077 -1.53930
H -3.95151 -4.22879 -0.87113
C -0.60508 4.95656 2.16808
N 0.00108 3.73967 1.66496
C 0.48759 2.91771 2.75009
C -0.79352 3.00183 0.67961
C -1.99555 2.25239 1.23009
C -3.07875 3.05275 1.60551
C -4.14456 2.56400 2.33661
C -4.12172 1.23233 2.71513
C -3.08905 0.41678 2.28258
C -2.02082 0.86865 1.48908
H 0.14879 5.52833 2.71167
H -1.44729 4.78032 2.85160
H -0.95730 5.56856 1.33668
H 1.20842 3.48764 3.33903
H 0.99793 2.04216 2.35051
H -0.30758 2.56778 3.42714
H -0.11155 2.31519 0.18938
H -1.11590 3.72565 -0.07381
H -3.06958 4.09646 1.31691
H -4.96734 3.20949 2.61271
H -4.92154 0.81400 3.31274
H -3.15501 -0.63145 2.55016
Br -0.16757 -0.96922 -5.61102
C 1.61861 -0.38791 -5.39476
C 2.14484 0.46123 -6.36098
C 3.44415 0.92379 -6.24502
C 4.22352 0.53666 -5.16388
C 3.69838 -0.30849 -4.20137
C 2.39297 -0.77656 -4.30858
I 1.64814 -1.96315 -2.76711
H 1.53084 0.74954 -7.20266
H 3.84748 1.57945 -7.00439
H 5.24304 0.88530 -5.07244
H 4.30522 -0.62067 -3.36213
```

LUMO energy: -3.44 eV
E_HOMO: -10.12 eV
E_tot: -138109.324 eV
Total charge: +1
Relative energy (zero: lowest compared OMol25 entry of this formula, charge and spin): 0.0 kcal per mole

---

No. 3
This record from OMol25 describes a molecular structure, C35H31CaINO4S5. The level of theory is the ωB97M-V functional and the def2-TZVPD basis.

Geometry as XYZ:
```
78
Properties=species:S:1:pos:R:3
Ca 0.52621 0.66076 0.57407
O -1.58769 1.50042 0.99232
S -3.02284 1.83931 0.72211
C -3.24940 1.92729 -1.04430
C -3.80908 3.07513 -1.57328
C -3.96242 3.17820 -2.95121
C -3.54774 2.14507 -3.77201
C -2.97734 0.99926 -3.22554
C -2.83037 0.88292 -1.85681
C -3.93000 0.31443 0.96055
C -3.24465 -0.82872 1.32767
C -3.96437 -2.00731 1.49806
C -5.33820 -2.02138 1.31891
C -6.01251 -0.85649 0.96825
C -5.30791 0.32008 0.78686
H -4.08999 3.89077 -0.91871
H -4.37344 4.08168 -3.38200
H -3.63040 2.24236 -4.84601
H -2.62607 0.20911 -3.87495
H -2.37620 0.00255 -1.41655
H -2.16963 -0.80567 1.47548
H -3.43405 -2.90848 1.77007
H -5.89084 -2.94267 1.45391
H -7.08640 -0.86799 0.83286
H -5.81897 1.23196 0.49980
C 2.44465 3.13119 2.57692
C 2.47325 1.91288 1.64770
O 3.60668 1.55428 1.29029
H 3.45085 3.44131 2.88407
H 1.82670 2.91219 3.45299
H 1.95099 3.94654 2.03779
O 0.13834 -1.23019 1.48942
C 0.19260 -2.31011 2.32086
C 1.60522 -2.47104 2.87092
C 2.04986 -2.96562 4.05853
C 3.47140 -2.98042 4.14626
C 4.06207 -2.49120 3.02202
S 2.90613 -1.99965 1.85792
C -0.17458 -3.58323 1.55153
C -0.76450 -3.61903 0.32724
C -0.99024 -4.94250 -0.14709
C -0.55520 -5.88890 0.72744
S 0.14125 -5.17764 2.12418
C -0.78202 -2.12749 3.48590
C -1.74042 -2.94733 4.00101
C -2.49058 -2.33829 5.04819
C -2.08007 -1.06717 5.30163
S -0.79358 -0.59887 4.27325
H 1.38234 -3.28946 4.84569
H 4.02257 -3.31494 5.01406
H 5.11444 -2.35129 2.83614
H -1.00459 -2.71303 -0.20948
H -1.44603 -5.17455 -1.09925
H -0.59113 -6.96098 0.62037
H -1.91218 -3.95177 3.64217
H -3.29988 -2.82369 5.57535
H -2.47411 -0.37778 6.03072
N 3.57980 -1.32035 -1.81918
C 2.80635 -0.24491 -1.61065
O 1.63331 -0.36666 -1.25701
C 3.39340 1.13197 -1.74622
I 4.94172 1.33081 -3.20106
H 3.21691 -2.21525 -1.53488
H 4.55207 -1.21905 -2.05195
H 3.81445 1.39863 -0.77317
H 2.59704 1.83775 -1.98490
S 0.29127 2.90565 -1.28119
C 0.03923 2.82720 -3.00073
C -0.42839 3.94054 -3.72000
C -0.66572 3.87549 -5.08149
C -0.44199 2.69731 -5.78984
C 0.03797 1.59061 -5.10053
C 0.27353 1.65315 -3.73580
H -0.60933 4.85949 -3.17573
H -1.03021 4.75588 -5.59996
H -0.62461 2.64897 -6.85655
H 0.23145 0.66414 -5.63129
H 0.62971 0.77500 -3.20636
```

LUMO energy: 2.21 eV
E_HOMO: -3.40 eV
E_tot: -127197.651 eV
Total charge: -1
Relative energy (zero: lowest compared OMol25 entry of this formula, charge and spin): 5.0 kcal per mole